Computed, not measured: a cluster of 3 separate species, C17H21F19NO4 in total, with ωB97M-V/def2-TZVPD.

Summary:
Net charge ... +1
Calculated total energy ... -2913.25660 hartree
LUMO level ... -3.25 eV
HOMO energy ... -13.41 eV

Geometry as XYZ:
```
62
Properties=species:S:1:pos:R:3:mulliken_charge:R:1
O 1.19 1.69 1.54 -0.407
C 1.92 2.37 0.49 -0.550
C 0.95 3.44 -0.24 -0.804
C -0.54 2.83 -0.38 -0.126
C -1.47 3.29 0.83 -0.630
O -2.86 2.91 0.71 -0.366
C -3.09 2.00 -0.37 0.001
C -2.48 2.46 -1.78 -0.682
N -1.23 3.29 -1.63 0.099
C 2.46 1.25 -0.50 1.026
F 1.84 0.02 -0.27 -0.266
F 2.38 1.58 -1.85 -0.271
F 3.83 1.10 -0.21 -0.314
H 1.32 2.21 2.35 0.337
H 2.80 2.90 1.00 0.454
H 0.97 4.36 0.44 0.377
H 1.38 3.76 -1.25 0.352
H -0.38 1.70 -0.42 0.193
H -1.04 3.00 1.85 0.243
H -1.46 4.44 0.82 0.355
H -2.61 1.00 -0.11 -0.020
H -4.21 1.80 -0.51 0.457
H -3.27 2.99 -2.40 0.402
H -2.18 1.49 -2.32 0.311
H -0.64 3.32 -2.47 0.395
H -1.56 4.26 -1.45 0.439
C 3.97 -1.36 -3.64 -0.806
C 2.63 -2.04 -3.29 0.931
C 2.55 -2.70 -1.91 0.418
F 3.43 -3.70 -1.77 -0.253
F 1.32 -3.25 -1.72 -0.282
F 2.31 -2.92 -4.27 -0.283
F 1.67 -1.07 -3.33 -0.281
O 4.88 -2.10 -4.47 -0.434
C 5.76 -3.00 -3.84 0.770
C 5.53 -4.45 -4.28 0.184
F 4.28 -4.86 -3.98 -0.216
F 6.39 -5.28 -3.65 -0.250
F 5.71 -2.84 -2.51 -0.275
F 7.00 -2.61 -4.21 -0.294
H 3.71 -0.49 -4.25 0.417
H 4.47 -0.94 -2.76 0.419
H 2.71 -1.98 -1.11 0.005
H 5.67 -4.55 -5.36 0.241
C -4.16 -1.93 2.94 -0.823
C -3.01 -1.12 2.31 1.042
C -1.69 -1.11 3.08 -0.014
F -1.81 -0.55 4.29 -0.224
F -0.76 -0.38 2.41 -0.209
F -3.43 0.14 2.06 -0.226
F -2.76 -1.68 1.08 -0.352
O -5.14 -1.19 3.68 -0.418
C -4.89 -0.91 5.04 0.761
C -4.79 0.59 5.32 0.179
F -3.78 1.16 4.62 -0.201
F -4.52 0.81 6.63 -0.258
F -3.80 -1.59 5.45 -0.272
F -5.93 -1.42 5.72 -0.290
H -4.73 -2.35 2.11 0.403
H -3.80 -2.79 3.50 0.362
H -1.29 -2.12 3.20 0.285
H -5.72 1.10 5.06 0.243
```



Computed, not measured: an isolated molecule of C17H21F2NO4S, with ωB97M-V/def2-TZVPD.

Summary:
Calculated total energy ... -1614.00462 hartree
LUMO level ... 0.73 eV
HOMO energy ... -9.21 eV

Geometry as XYZ:
```
46
Properties=species:S:1:pos:R:3:mulliken_charge:R:1
C 1.74 0.23 4.17 -0.813
O 0.73 0.98 3.47 -0.212
C 1.23 2.03 2.79 0.327
O 2.41 2.30 2.62 -0.627
C 0.24 2.87 1.96 0.282
C 0.47 4.35 2.27 -0.994
O 0.11 4.65 3.64 -0.401
C -1.29 4.49 3.82 -0.590
C -1.69 3.00 3.54 -0.611
N -1.17 2.51 2.23 0.144
C -1.94 1.72 1.41 0.454
O -3.17 1.77 1.60 -0.689
C -1.38 0.75 0.36 0.778
F -0.44 -0.11 0.91 -0.263
F -0.79 1.46 -0.67 -0.296
S -2.60 -0.34 -0.51 -0.232
C -1.52 -1.32 -1.49 0.065
C -1.21 -0.98 -2.82 -0.726
C -0.41 -1.85 -3.60 -0.398
C 0.18 -2.99 -2.97 0.890
C 1.18 -3.83 -3.74 0.051
C 0.49 -4.58 -4.89 -1.381
C 2.35 -2.96 -4.30 -1.353
C -0.19 -3.34 -1.67 -0.662
C -1.09 -2.55 -0.96 -0.462
H 1.26 -0.36 4.96 0.265
H 2.46 0.82 4.68 0.346
H 2.16 -0.44 3.44 0.324
H 0.47 2.68 0.92 0.456
H 1.52 4.59 2.12 0.432
H -0.14 4.93 1.56 0.411
H -1.87 5.15 3.20 0.371
H -1.51 4.81 4.83 0.364
H -2.76 3.04 3.57 0.401
H -1.36 2.35 4.37 0.242
H -1.55 -0.02 -3.15 0.448
H -0.17 -1.66 -4.62 0.364
H 1.58 -4.59 -3.09 0.404
H -0.15 -3.91 -5.48 0.314
H 1.23 -5.06 -5.51 0.423
H -0.13 -5.37 -4.47 0.356
H 2.77 -2.28 -3.51 0.344
H 1.97 -2.31 -5.13 0.274
H 3.18 -3.58 -4.70 0.391
H 0.22 -4.22 -1.23 0.406
H -1.40 -2.83 0.05 0.384
```



Computed, not measured: a structure of composition C17H21FN2O2, with ωB97M-V/def2-TZVPD.

Summary:
Energy above the lowest of the compared OMol25 structures with the same formula, charge and spin ... 383.52 kcal/mol
Calculated total energy ... -1019.66533 hartree
LUMO level ... 0.54 eV
HOMO energy ... -8.77 eV

Geometry as XYZ:
```
43
Properties=species:S:1:pos:R:3:mulliken_charge:R:1
O -1.83 -1.35 -1.43 -0.636
C -1.36 -0.69 -0.58 0.109
N -2.16 0.28 0.05 -0.273
H -1.90 0.68 0.83 0.288
C -3.68 0.20 -0.40 -0.582
H -3.97 -0.36 -1.05 0.915
C -4.26 1.70 -0.29 -0.570
H -4.43 2.13 -1.60 0.247
H -3.52 2.58 -0.15 0.304
C -5.32 1.52 0.47 -0.515
H -6.35 1.62 -0.04 0.210
H -5.62 2.39 1.16 0.220
C -4.69 0.06 0.79 -1.276
H -5.32 -0.56 0.92 0.922
H -4.24 0.28 1.75 0.195
C -0.17 -0.78 0.13 0.914
C 0.89 -1.46 -1.01 -2.392
N 2.05 -1.84 -0.41 0.361
C 2.16 -2.54 0.49 0.748
O 3.02 -3.04 1.21 -0.742
C 0.59 -2.98 0.89 -0.853
C -0.22 -1.57 1.41 -1.062
H -1.14 -1.77 1.60 0.679
H 0.31 -1.10 2.26 0.341
H 0.13 -3.37 -0.04 0.377
H 0.76 -3.56 1.87 0.396
C 3.35 -1.42 -0.95 -1.605
C 3.46 0.40 -0.68 0.733
C 3.12 0.63 0.77 -0.616
C 3.26 1.98 1.01 0.377
C 3.48 3.08 -0.10 -0.534
C 3.67 2.51 -1.46 -0.698
C 3.70 1.22 -1.62 -0.160
H 3.82 0.72 -2.67 0.135
H 3.86 3.19 -2.11 0.591
H 3.52 4.22 0.25 0.275
F 3.01 2.44 2.03 -0.238
H 3.02 -0.02 1.72 0.338
H 3.44 -1.36 -2.01 0.487
H 4.01 -1.65 -0.32 0.731
H 1.17 -0.60 -1.63 0.278
H 0.20 -2.03 -1.36 1.313
H 0.13 0.22 0.32 0.270
```



Computed, not measured: an isolated molecule of C17H21FN2O2, with ωB97M-V/def2-TZVPD.

Summary:
Energy above the lowest of the compared OMol25 structures with the same formula, charge and spin ... 322.52 kcal/mol
Calculated total energy ... -1019.76255 hartree
LUMO level ... 0.57 eV
HOMO energy ... -7.45 eV

Geometry as XYZ:
```
43
Properties=species:S:1:pos:R:3:mulliken_charge:R:1
O -1.23 -0.29 0.75 -0.723
C -0.23 0.40 0.73 0.244
C 0.63 0.75 -0.37 0.849
C 1.31 -0.33 -1.18 -1.313
C 0.24 -0.99 -2.04 -0.041
O 0.49 -1.70 -2.81 -0.342
N -0.83 0.10 -2.30 0.284
C -2.11 0.01 -2.89 0.848
C -2.28 -1.34 -3.53 -1.059
C -3.54 -1.55 -4.05 -0.516
C -4.33 -0.38 -4.49 0.427
F -5.42 -0.44 -5.17 -0.275
C -3.77 0.94 -4.18 -0.445
C -2.68 1.20 -3.34 -0.908
C -0.62 1.04 -1.40 -1.904
N 0.48 0.60 1.84 0.040
C 1.65 1.43 2.20 -0.846
C 2.94 0.58 2.06 0.156
C 3.33 -0.39 3.02 -1.164
C 2.01 -1.38 3.28 -0.707
C 1.13 -0.80 4.02 -0.498
C 0.08 0.07 3.21 -1.138
H 1.21 1.75 -0.15 0.369
H 1.95 -0.03 -1.70 0.897
H 1.65 -1.27 -0.34 0.210
H -1.79 -2.03 -3.20 0.686
H -3.76 -2.53 -4.62 0.279
H -4.52 1.86 -4.30 0.192
H -2.39 2.02 -3.09 0.867
H -0.19 2.09 -2.10 0.353
H -1.35 1.47 -0.90 0.946
H 1.58 1.94 3.31 0.330
H 1.72 2.37 1.61 0.492
H 2.83 0.02 1.16 -0.039
H 3.88 1.41 1.91 0.254
H 3.57 0.03 3.79 0.739
H 4.13 -1.19 2.70 0.263
H 2.28 -2.25 3.93 0.292
H 1.63 -1.84 2.42 0.290
H 0.44 -1.34 4.65 0.351
H 1.39 -0.13 4.90 0.406
H -0.95 -0.55 2.90 0.307
H -0.56 0.70 3.74 0.543
```



Computed, not measured: a structure of composition C17H21GeNO9Sc, with ωB97M-V/def2-TZVPD.

Summary:
Energy above the lowest of the compared OMol25 structures with the same formula, charge and spin ... 63.89 kcal/mol
Net charge ... -1
Calculated total energy ... -4230.09005 hartree
LUMO level ... 2.52 eV
HOMO energy ... -2.00 eV

Geometry as XYZ:
```
50
Properties=species:S:1:pos:R:3:mulliken_charge:R:1
Sc 0.33 -0.76 -0.54 -0.160
O 2.76 1.13 0.34 -0.603
C 2.40 -0.14 -0.17 0.565
O 1.87 -1.07 0.71 -0.761
C 2.93 -0.48 -1.46 -0.516
O 1.77 -0.81 -2.45 -0.443
C 1.30 0.28 -3.23 -0.415
C 0.63 1.46 -2.49 0.603
O 0.49 2.51 -3.10 -0.771
O 0.22 1.22 -1.29 -0.429
H 1.99 1.48 0.80 0.273
H 3.49 0.36 -1.89 0.418
H 3.52 -1.40 -1.51 0.226
H 2.11 0.69 -3.85 0.403
H 0.55 -0.14 -3.91 0.215
N -0.59 -2.31 1.20 -0.311
C -0.75 -1.28 1.83 -0.067
H -0.83 -3.20 1.62 0.275
O -0.67 -2.15 -1.89 -0.713
C -1.66 -1.37 -1.94 1.007
O -1.92 -0.56 -1.01 -0.228
C -2.51 -1.39 -3.18 -0.033
C -3.42 -0.36 -3.38 -0.524
C -4.20 -0.31 -4.54 -1.078
C -4.02 -1.32 -5.45 0.995
O -4.66 -1.51 -6.65 -0.515
C -4.07 -2.67 -7.23 -0.236
O -3.15 -3.22 -6.30 -0.514
C -3.11 -2.35 -5.24 0.945
C -2.33 -2.41 -4.12 -0.937
H -3.50 0.41 -2.63 0.493
H -4.90 0.49 -4.72 0.413
H -3.54 -2.38 -8.14 0.252
H -4.85 -3.40 -7.44 0.235
H -1.60 -3.18 -3.95 0.526
C -3.99 -0.49 1.50 -1.096
Ge -2.64 0.85 1.91 0.687
C -2.46 2.26 0.58 -0.977
C -3.09 1.67 3.65 -1.305
C -0.92 -0.04 2.21 -0.376
H -4.97 -0.01 1.42 0.373
H -4.04 -1.23 2.31 0.351
H -3.76 -0.99 0.56 0.250
H -3.45 2.60 0.28 0.382
H -1.92 1.91 -0.29 0.212
H -1.92 3.10 1.01 0.341
H -4.04 2.20 3.58 0.346
H -2.32 2.39 3.94 0.383
H -3.17 0.91 4.42 0.348
H -0.10 0.47 2.70 0.491
```